Entry one
Entry from the Open Molecules 2025 dataset: 2 unconnected molecules or ions with the total composition C4H8N2S (ωB97M-V/def2-TZVPD).

Element x y z (Å)
C (-1.580, 2.369, -1.386)
C (0.323, 1.400, 1.771)
C (-1.121, -0.867, 0.728)
C (0.884, -0.230, -1.769)
N (-1.865, 2.899, -2.359)
N (-1.471, 1.828, -0.162)
S (-0.288, 0.820, 0.311)
H (0.945, 0.991, 2.478)
H (0.371, 2.415, 1.611)
H (-0.891, -1.036, 1.776)
H (-2.217, -0.962, 0.639)
H (-0.627, -1.579, 0.152)
H (1.471, -0.922, -1.267)
H (0.029, -0.666, -2.118)
H (0.957, 0.801, -2.185)

---

Entry two
Entry from the Open Molecules 2025 dataset: a molecular structure, C4H8N2S (ωB97M-V/def2-TZVPD).

Element x y z (Å)
C (-2.180, -0.318, -0.265)
C (1.103, 1.760, 0.165)
C (-1.790, -2.624, 0.290)
C (-1.298, -1.399, -0.054)
N (-1.905, 0.941, -0.410)
N (-3.221, 1.408, -0.378)
S (-3.942, -0.019, 0.279)
H (1.402, 2.496, 0.876)
H (0.410, 2.208, -0.464)
H (0.503, 1.010, 0.672)
H (-2.776, -2.879, 0.352)
H (-1.109, -3.426, 0.547)
H (1.908, 1.185, -0.453)
H (-0.238, -1.123, -0.085)
H (-3.436, 2.106, 0.283)

---

Which of them is the least stable? Correct choice: entry one.

---

Entry one
Entry from the Open Molecules 2025 dataset: a single C4H8N2S molecule (ωB97M-V/def2-TZVPD).

Output
SMILES: CC(=S)NN1CC1

Element x y z (Å)
C (-1.046, -0.492, -1.892)
C (0.151, 0.379, -1.680)
S (0.963, 1.219, -2.818)
N (0.540, 0.438, -0.364)
N (-0.137, -0.176, 0.701)
C (-0.115, 0.506, 1.951)
C (0.762, -0.678, 1.785)
H (-0.857, -1.502, -1.494)
H (-1.940, -0.095, -1.417)
H (-1.198, -0.633, -2.968)
H (1.194, 1.210, -0.223)
H (0.405, 1.482, 2.011)
H (-1.056, 0.397, 2.487)
H (0.520, -1.599, 2.210)
H (1.813, -0.456, 1.712)

---

Entry two
Entry from the Open Molecules 2025 dataset: a single C4H8N2S molecule (ωB97M-V/def2-TZVPD).

Output
SMILES: [H]/N=C\NC(=C)SC

Element x y z (Å)
H (1.312, -0.421, -1.760)
N (2.139, -0.330, -1.091)
C (1.765, 0.274, -0.023)
N (0.546, 0.867, 0.348)
C (-0.769, 0.798, -0.259)
C (-1.560, 1.820, -0.263)
S (-1.344, -0.877, -0.688)
C (-0.456, -2.006, 0.512)
H (2.567, 0.473, 0.678)
H (0.476, 1.659, 1.045)
H (-2.569, 1.920, -0.640)
H (-1.153, 2.849, -0.002)
H (-1.297, -2.891, 0.569)
H (0.594, -2.479, -0.065)
H (-0.252, -1.657, 1.639)

---

Entry three
Entry from the Open Molecules 2025 dataset: a single C4H8N2S molecule (ωB97M-V/def2-TZVPD).

Output
SMILES: C=C(C)/N=C\NS

Element x y z (Å)
C (-2.356, -0.070, -0.056)
C (-1.449, 0.484, -0.859)
C (-1.624, 1.892, -1.388)
N (-0.297, -0.121, -1.432)
C (0.620, -0.520, -0.661)
N (0.655, -0.455, 0.715)
S (2.085, -0.610, 1.557)
H (-3.281, 0.430, 0.291)
H (-2.272, -1.094, 0.303)
H (-0.710, 2.471, -1.191)
H (-1.673, 1.812, -2.491)
H (-2.505, 2.444, -0.996)
H (1.520, -1.007, -1.077)
H (-0.168, -0.073, 1.164)
H (2.071, -1.922, 1.886)

---

Which of them is the least stable? Correct choice: entry two.

---

Entry one
Entry from the Open Molecules 2025 dataset: a gas-phase ion, C4H6N (charge +1) (ωB97M-V/def2-TZVPD).

Output
Net charge: +1

Element x y z (Å)
C (0.056, 1.647, -0.927)
C (-0.036, 0.268, -0.512)
C (-0.411, 1.431, 0.427)
C (-0.570, -1.048, -0.079)
N (0.898, -0.816, -0.329)
H (0.207, 2.009, 1.221)
H (-1.374, 1.328, 0.724)
H (-0.742, -1.184, 0.958)
H (-0.946, -1.656, -0.809)
H (1.309, -1.223, -1.127)
H (1.610, -0.757, 0.452)

---

Entry two
Entry from the Open Molecules 2025 dataset: a gas-phase ion, C4H6N (charge +1) (ωB97M-V/def2-TZVPD).

Output
SMILES: C=[N+]1C=C1C
Net charge: +1

Element x y z (Å)
C (-1.192, 0.778, 1.498)
N (-0.459, 0.845, 0.457)
C (0.419, 1.500, -0.687)
C (0.471, 0.222, -0.374)
C (0.881, -1.112, -0.731)
H (-1.610, -0.149, 1.973)
H (-1.595, 1.683, 2.045)
H (0.368, 2.589, -1.026)
H (1.419, -1.050, -1.683)
H (-0.015, -1.751, -0.792)
H (1.329, -1.838, 0.039)

---

Which of them is the least stable? Correct choice: entry one.

---

Entry one
Entry from the Open Molecules 2025 dataset: a molecular structure, C16H18N2O3S (ωB97M-V/def2-TZVPD).

Element x y z (Å)
C (1.510, 2.997, 2.173)
C (1.298, 1.648, 1.435)
H (1.005, 1.007, 2.155)
H (2.065, 1.258, 0.851)
O (0.054, 1.579, 0.396)
C (0.215, 2.133, -0.623)
O (1.255, 2.450, -0.907)
C (-1.016, 2.285, -1.649)
C (-2.196, 1.573, -0.996)
C (-3.210, 2.083, -0.378)
S (-4.373, 1.139, 0.305)
C (-3.250, -0.190, -0.322)
N (-2.089, 0.007, -0.927)
N (-3.395, -1.504, 0.100)
C (-2.651, -2.751, -0.202)
O (-3.200, -3.826, 0.367)
C (-1.203, -2.715, -0.522)
H (-1.280, -1.930, -1.345)
C (-0.246, -1.865, 0.476)
C (1.022, -1.672, 0.176)
C (1.232, -0.858, -1.096)
C (2.446, -0.481, -1.275)
C (3.640, -1.054, -0.742)
C (3.368, -1.989, 0.429)
C (2.139, -2.141, 0.439)
H (2.065, -2.967, 1.498)
H (4.280, -2.692, 0.748)
H (4.688, -0.789, -1.158)
H (2.644, 0.077, -2.135)
H (0.471, -0.424, -1.421)
H (-0.325, -2.552, 1.334)
H (-0.808, -1.049, 0.748)
H (-0.824, -3.488, -0.855)
H (-4.354, -1.901, 0.436)
H (-3.536, 3.101, -0.316)
H (-0.706, 2.023, -2.456)
H (-1.219, 3.320, -1.862)
H (2.265, 2.891, 3.070)
H (0.565, 3.427, 2.620)
H (1.654, 3.841, 1.426)

---

Entry two
Entry from the Open Molecules 2025 dataset: a single C16H18N2O3S molecule (ωB97M-V/def2-TZVPD).

Output
SMILES: O=C(CNS(=O)(=O)Cc1ccccc1)NCc1ccccc1

Element x y z (Å)
O (0.822, 3.450, -1.829)
C (0.030, 2.547, -1.655)
C (-1.077, 2.217, -2.669)
N (-0.745, 1.013, -3.415)
S (-0.943, -0.483, -2.689)
O (-1.623, -0.331, -1.428)
O (-1.523, -1.354, -3.667)
C (0.780, -0.993, -2.391)
C (0.784, -1.998, -1.288)
C (1.565, -1.825, -0.153)
C (1.516, -2.745, 0.880)
C (0.680, -3.844, 0.790)
C (-0.099, -4.025, -0.342)
C (-0.047, -3.110, -1.377)
N (0.020, 1.748, -0.579)
C (0.941, 1.914, 0.527)
C (0.260, 1.623, 1.837)
C (-0.317, 0.376, 2.055)
C (-0.945, 0.098, 3.255)
C (-1.002, 1.059, 4.250)
C (-0.431, 2.302, 4.039)
C (0.195, 2.583, 2.837)
H (-2.030, 2.100, -2.137)
H (-1.144, 3.051, -3.368)
H (-1.144, 0.989, -4.340)
H (1.117, -1.402, -3.340)
H (1.336, -0.093, -2.146)
H (2.222, -0.970, -0.080)
H (2.125, -2.596, 1.759)
H (0.636, -4.558, 1.599)
H (-0.753, -4.881, -0.416)
H (-0.661, -3.237, -2.255)
H (-0.661, 0.997, -0.525)
H (1.315, 2.940, 0.490)
H (1.798, 1.236, 0.403)
H (-0.277, -0.380, 1.284)
H (-1.391, -0.873, 3.412)
H (-1.492, 0.841, 5.188)
H (-0.475, 3.057, 4.811)
H (0.637, 3.555, 2.673)

---

Entry three
Entry from the Open Molecules 2025 dataset: a single C16H18N2O3S molecule (ωB97M-V/def2-TZVPD).

Output
SMILES: CC(C)OC(=O)CC(=O)CSc1nc2c(cc1C#N)CCC2

Element x y z (Å)
C (-3.495, -2.277, 0.668)
C (-3.817, -0.975, -0.059)
C (-5.304, -0.606, 0.078)
O (-3.245, 0.106, 0.472)
C (-3.093, 1.235, -0.168)
O (-3.423, 1.401, -1.185)
C (-2.264, 2.389, 0.756)
C (-0.712, 2.234, 0.397)
O (0.130, 2.155, 1.059)
C (-0.525, 1.985, -0.990)
S (-0.362, 0.319, -1.471)
C (1.105, -0.143, -0.676)
N (1.991, 0.772, -0.855)
C (3.116, 0.575, -0.152)
C (3.608, -0.680, 0.188)
C (2.625, -1.761, 0.266)
C (1.403, -1.336, -0.625)
C (0.475, -2.460, -0.423)
N (-0.429, -3.458, -0.414)
C (4.954, -0.815, 0.714)
C (5.554, 0.513, -0.101)
C (4.330, 1.383, -0.169)
H (-4.117, -3.073, 0.416)
H (-2.507, -2.419, 0.427)
H (-3.844, -2.115, 1.749)
H (-3.794, -1.076, -0.953)
H (-5.975, -1.519, -0.405)
H (-5.699, 0.075, -0.508)
H (-5.780, -0.752, 1.212)
H (-2.665, 3.296, 0.417)
H (-2.282, 1.798, 1.689)
H (0.574, 2.217, -1.326)
H (-1.278, 2.379, -1.660)
H (2.954, -2.654, 0.386)
H (5.088, -0.805, 1.767)
H (5.607, -1.540, 0.218)
H (6.083, 0.382, -0.921)
H (6.310, 0.861, 0.654)
H (4.223, 2.278, 0.741)
H (4.478, 2.111, -1.209)

---

Which of them is the least stable? Correct choice: entry three.

---

Entry one
Entry from the Open Molecules 2025 dataset: 2 unconnected molecules or ions with the total composition C3H10NS (ωB97M-V/def2-TZVPD).

Output
Net charge: +1

Element x y z (Å)
C (-1.436, 1.118, 0.202)
C (-1.259, 0.020, -0.866)
C (0.176, -0.461, -1.215)
S (1.296, -0.706, 0.009)
N (-1.593, 0.477, 1.522)
H (-2.345, 1.638, -0.070)
H (-0.563, 1.771, 0.232)
H (-1.720, -0.844, -0.382)
H (-1.777, 0.223, -1.787)
H (-0.024, -1.390, -1.818)
H (0.571, 0.088, -2.098)
H (7.575, 0.113, 1.435)
H (-1.840, 1.145, 2.249)
H (-0.672, 0.167, 1.769)
H (7.606, 0.515, 2.057)

---

Entry two
Entry from the Open Molecules 2025 dataset: 2 unconnected molecules or ions with the total composition C3H10NS (ωB97M-V/def2-TZVPD).

Output
Net charge: +1

Element x y z (Å)
C (-0.807, -1.234, 0.753)
C (-0.697, 1.274, 0.331)
C (0.502, -0.215, -1.045)
N (-0.629, -0.118, -0.200)
S (2.748, -0.194, 0.395)
H (0.170, -1.701, 0.906)
H (-1.052, -0.873, 1.667)
H (-1.487, -1.891, 0.262)
H (0.317, 1.561, 0.928)
H (-0.572, 1.870, -0.491)
H (-1.487, 1.482, 0.979)
H (0.776, 0.734, -1.503)
H (0.386, -1.107, -1.539)
H (-1.450, -0.029, -0.831)
H (3.281, 0.441, -0.614)

---

Which of them is the least stable? Correct choice: entry one.

---

Entry one
Entry from the Open Molecules 2025 dataset: 2 unconnected molecules or ions with the total composition C3H10NS (ωB97M-V/def2-TZVPD).

Output
Net charge: +1

Element x y z (Å)
C (-0.122, 2.770, 0.248)
N (-0.644, 1.799, 0.875)
H (-0.275, 3.786, 0.593)
H (0.466, 2.605, -0.648)
H (-0.365, 0.768, 0.664)
H (-1.364, 1.988, 1.568)
C (1.561, -0.686, -0.702)
S (0.176, -1.152, 0.357)
C (-1.110, -1.501, -0.856)
H (1.328, 0.187, -1.323)
H (1.796, -1.491, -1.394)
H (2.392, -0.379, -0.072)
H (-1.952, -1.877, -0.281)
H (-1.416, -0.608, -1.400)
H (-0.709, -2.233, -1.552)

---

Entry two
Entry from the Open Molecules 2025 dataset: a gas-phase ion, C3H10NS (charge +1) (ωB97M-V/def2-TZVPD).

Output
SMILES: C[C@@H]([NH3+])CS
Net charge: +1

Element x y z (Å)
C (-1.400, 1.399, -1.212)
C (-0.684, 0.886, 0.035)
N (-1.349, -0.374, 0.582)
C (0.741, 0.356, -0.408)
S (1.565, -1.082, 0.450)
H (-1.815, 2.396, -1.080)
H (-0.664, 1.479, -2.010)
H (-2.172, 0.670, -1.498)
H (-0.393, 1.616, 0.799)
H (-0.626, -0.948, 1.078)
H (-1.745, -0.955, -0.156)
H (-2.067, -0.176, 1.283)
H (1.506, 1.125, -0.488)
H (0.639, -0.214, -1.344)
H (1.585, -0.507, 1.683)

---

Which of them is the least stable? Correct choice: entry one.